[1]
{
  "formula": "C39H38Cl5N2P2SSm",
  "method": "ωB97M-V/def2-TZVPD",
  "elements": ["Sm", "Cl", "C", "C", "C", "Cl", "C", "Cl", "C", "Cl", "C", "Cl", "C", "P", "C", "N", "C", "C", "C", "C", "C", "C", "N", "C", "P", "C", "C", "C", "C", "C", "C", "C", "C", "C", "H", "H", "H", "H", "H", "H", "H", "H", "H", "H", "H", "H", "H", "H", "H", "H", "H", "H", "H", "H", "H", "H", "H", "H", "H", "H", "H", "H", "C", "C", "C", "C", "C", "C", "C", "C", "C", "C", "C", "C", "C", "C", "C", "H", "H", "H", "H", "H", "H", "H", "H", "H", "H", "S"],
  "positions_angstrom": [[1.19, 1.39, 0.59], [4.26, 3.44, -0.82], [4.13, 3.52, 0.92], [3.06, 2.87, 1.52], [3.00, 2.99, 2.90], [1.64, 2.23, 3.70], [3.93, 3.69, 3.66], [3.79, 3.80, 5.38], [4.99, 4.32, 3.01], [6.17, 5.20, 3.92], [5.09, 4.24, 1.62], [6.41, 5.03, 0.81], [-1.35, -1.36, 0.96], [-0.46, -0.80, -0.54], [0.64, -2.25, -0.91], [0.12, -3.44, -0.91], [0.97, -4.50, -1.11], [0.46, -5.81, -1.06], [1.29, -6.89, -1.26], [2.65, -6.69, -1.51], [3.17, -5.42, -1.56], [2.33, -4.31, -1.36], [2.86, -3.04, -1.44], [2.07, -2.04, -1.18], [2.81, -0.34, -1.24], [4.49, -0.58, -0.55], [3.28, -0.24, -3.09], [2.01, -0.47, -3.90], [3.77, 1.18, -3.37], [4.35, -1.23, -3.55], [-1.87, -0.94, -1.80], [-2.70, 0.34, -1.64], [-2.78, -2.16, -1.59], [-1.31, -0.99, -3.22], [-1.64, -2.40, 0.87], [-2.23, -0.72, 1.09], [-0.69, -1.24, 1.82], [-0.60, -5.93, -0.86], [0.88, -7.90, -1.21], [3.30, -7.54, -1.66], [4.22, -5.24, -1.75], [4.83, -1.60, -0.76], [4.45, -0.42, 0.52], [5.17, 0.14, -1.02], [1.22, 0.22, -3.58], [1.63, -1.49, -3.79], [2.20, -0.30, -4.96], [3.02, 1.93, -3.09], [3.99, 1.29, -4.43], [4.69, 1.41, -2.82], [4.08, -2.26, -3.31], [5.32, -1.02, -3.09], [4.48, -1.14, -4.63], [-3.15, 0.43, -0.66], [-3.51, 0.34, -2.38], [-2.09, 1.23, -1.79], [-3.33, -2.09, -0.65], [-2.23, -3.09, -1.61], [-3.53, -2.18, -2.40], [-0.76, -0.08, -3.45], [-2.14, -1.07, -3.93], [-0.65, -1.85, -3.38], [-0.94, 2.38, 0.73], [-2.00, 2.30, 1.36], [-3.23, 2.20, 2.06], [-3.18, 1.83, 3.46], [-2.04, 1.19, 3.99], [-1.93, 0.86, 5.33], [-2.95, 1.16, 6.22], [-4.07, 1.82, 5.73], [-4.19, 2.15, 4.39], [-4.44, 2.46, 1.31], [-4.38, 3.10, 0.05], [-5.50, 3.33, -0.72], [-6.77, 2.93, -0.28], [-6.85, 2.27, 0.94], [-5.73, 2.04, 1.71], [-1.23, 0.94, 3.31], [-1.03, 0.35, 5.67], [-2.87, 0.91, 7.27], [-4.87, 2.10, 6.41], [-5.05, 2.71, 4.07], [-3.41, 3.42, -0.31], [-5.39, 3.83, -1.67], [-7.65, 3.11, -0.89], [-7.81, 1.91, 1.29], [-5.84, 1.48, 2.63], [1.93, -0.96, 1.45]],
  "total_energy_ha": -5658.29105,
  "fmax_ha_per_bohr": 0.0156,
  "spin_multiplicity": 6,
  "charge": -2
}

***

[2]
{
  "formula": "C39H38HgO2PSi2",
  "method": "ωB97M-V/def2-TZVPD",
  "elements": ["Hg", "C", "C", "C", "C", "C", "C", "P", "C", "C", "C", "C", "C", "C", "C", "C", "C", "C", "C", "C", "H", "H", "H", "H", "H", "H", "H", "H", "H", "H", "H", "H", "H", "H", "O", "Si", "C", "C", "C", "C", "C", "C", "C", "C", "C", "C", "C", "C", "C", "C", "C", "C", "C", "C", "H", "H", "H", "H", "H", "H", "H", "H", "H", "H", "H", "H", "H", "H", "H", "C", "Si", "C", "C", "O", "H", "H", "H", "H", "H", "H", "H", "H", "H"],
  "positions_angstrom": [[-2.18, -0.59, 1.14], [-5.24, 5.61, -1.75], [-3.87, 5.69, -2.01], [-3.03, 4.64, -1.66], [-3.52, 3.49, -1.05], [-4.90, 3.41, -0.84], [-5.75, 4.45, -1.18], [-2.58, 2.01, -0.43], [-0.91, 2.39, -1.10], [-0.77, 2.57, -2.47], [0.46, 2.91, -3.01], [1.57, 3.04, -2.19], [1.45, 2.79, -0.83], [0.21, 2.46, -0.29], [-2.32, 2.64, 1.30], [-2.17, 3.99, 1.65], [-1.92, 4.35, 2.96], [-1.80, 3.37, 3.94], [-1.95, 2.03, 3.61], [-2.23, 1.67, 2.30], [-5.89, 6.44, -1.99], [-3.47, 6.58, -2.47], [-1.97, 4.74, -1.85], [-5.30, 2.50, -0.39], [-6.82, 4.36, -1.00], [-1.62, 2.41, -3.12], [0.56, 3.06, -4.08], [2.53, 3.33, -2.61], [2.33, 2.84, -0.20], [0.14, 2.24, 0.77], [-2.24, 4.75, 0.88], [-1.81, 5.40, 3.22], [-1.60, 3.66, 4.97], [-1.84, 1.27, 4.38], [0.45, -1.08, 1.82], [1.68, -2.01, 1.69], [2.86, -1.51, 0.26], [4.19, -1.91, 0.10], [4.95, -1.47, -0.98], [4.40, -0.60, -1.91], [3.08, -0.19, -1.76], [2.32, -0.65, -0.69], [2.72, -2.00, 3.30], [2.34, -1.07, 4.27], [3.02, -0.94, 5.47], [4.11, -1.76, 5.74], [4.49, -2.71, 4.81], [3.80, -2.83, 3.61], [1.25, -3.84, 1.33], [2.18, -4.86, 1.12], [1.78, -6.16, 0.85], [0.43, -6.47, 0.78], [-0.51, -5.47, 0.98], [-0.10, -4.18, 1.25], [4.65, -2.58, 0.82], [5.98, -1.80, -1.09], [4.99, -0.24, -2.74], [2.63, 0.49, -2.48], [1.29, -0.33, -0.58], [1.48, -0.44, 4.05], [2.70, -0.21, 6.20], [4.65, -1.65, 6.67], [5.34, -3.36, 5.02], [4.12, -3.59, 2.91], [3.24, -4.63, 1.14], [2.53, -6.93, 0.70], [0.12, -7.49, 0.57], [-1.57, -5.71, 0.91], [-0.84, -3.39, 1.40], [-1.06, -2.90, -2.47], [-1.74, -1.21, -3.05], [-3.22, -1.62, -4.21], [-0.42, -0.64, -4.32], [-2.08, -0.19, -1.91], [-1.09, -3.68, -3.25], [-1.63, -3.27, -1.61], [-0.02, -2.80, -2.15], [-2.95, -2.40, -4.94], [-3.52, -0.73, -4.77], [-4.09, -1.97, -3.65], [-0.37, -1.32, -5.17], [0.57, -0.58, -3.87], [-0.66, 0.36, -4.71]],
  "total_energy_ha": -2733.28099,
  "fmax_ha_per_bohr": 0.0239,
  "spin_multiplicity": 2,
  "charge": -2
}

***

[3]
{
  "formula": "C39H38N2O3V",
  "method": "ωB97M-V/def2-TZVPD",
  "elements": ["V", "O", "C", "C", "C", "C", "C", "C", "C", "C", "C", "O", "C", "C", "C", "C", "C", "C", "C", "C", "C", "C", "C", "C", "N", "C", "C", "C", "C", "C", "C", "C", "C", "C", "C", "C", "C", "H", "H", "H", "H", "H", "H", "H", "H", "H", "H", "H", "H", "H", "H", "H", "H", "H", "H", "H", "H", "H", "H", "H", "H", "H", "H", "H", "O", "C", "C", "C", "C", "C", "C", "N", "H", "H", "H", "H", "H", "H", "H", "H", "H", "H", "H"],
  "positions_angstrom": [[-0.12, -0.41, -0.42], [0.93, -0.20, 0.78], [2.49, 0.95, 0.78], [2.39, 1.43, -0.67], [1.13, 2.12, -1.10], [1.12, 3.45, -1.46], [-0.05, 4.02, -1.95], [-1.18, 3.25, -2.09], [-1.15, 1.92, -1.72], [-2.35, 1.01, -1.88], [-2.98, 0.58, -0.55], [-1.62, -0.22, 0.21], [-4.00, -0.47, -0.61], [-4.75, -0.74, 0.54], [-5.72, -1.73, 0.53], [-5.98, -2.43, -0.64], [-5.25, -2.16, -1.80], [-4.27, -1.20, -1.78], [-3.20, 1.73, 0.38], [-3.93, 2.81, -0.12], [-4.24, 3.88, 0.70], [-3.83, 3.89, 2.03], [-3.11, 2.82, 2.53], [-2.81, 1.73, 1.72], [-0.01, 1.38, -1.24], [3.53, -0.02, 1.07], [3.54, -0.63, 2.34], [4.52, -1.55, 2.67], [5.52, -1.85, 1.75], [5.53, -1.25, 0.49], [4.54, -0.36, 0.15], [2.11, 1.91, 1.81], [3.12, 2.38, 2.67], [2.85, 3.40, 3.57], [1.58, 3.95, 3.64], [0.57, 3.48, 2.80], [0.83, 2.49, 1.88], [2.58, 0.60, -1.36], [3.23, 2.12, -0.79], [2.02, 4.03, -1.35], [-0.06, 5.07, -2.23], [-2.10, 3.67, -2.49], [-2.06, 0.14, -2.48], [-3.13, 1.52, -2.44], [-4.58, -0.17, 1.44], [-6.30, -1.93, 1.42], [-6.76, -3.19, -0.66], [-5.47, -2.70, -2.71], [-3.74, -1.00, -2.71], [-4.30, 2.82, -1.14], [-4.82, 4.71, 0.30], [-4.08, 4.73, 2.67], [-2.81, 2.81, 3.57], [-2.27, 0.90, 2.14], [2.76, -0.39, 3.05], [4.52, -2.01, 3.64], [6.31, -2.54, 2.02], [6.33, -1.47, -0.21], [4.60, 0.12, -0.82], [4.12, 1.97, 2.61], [3.64, 3.76, 4.21], [1.38, 4.74, 4.35], [-0.43, 3.89, 2.87], [0.01, 2.13, 1.27], [0.12, -1.90, -1.44], [0.00, -3.18, -1.63], [-0.16, -4.09, -0.48], [1.30, -4.69, -0.35], [2.48, -3.88, -0.96], [2.69, -3.98, -2.49], [1.65, -3.26, -3.36], [0.33, -3.66, -2.80], [-0.87, -4.88, -0.68], [-0.47, -3.55, 0.41], [1.29, -5.68, -0.81], [1.49, -4.83, 0.71], [3.38, -4.28, -0.50], [2.44, -2.83, -0.64], [2.72, -5.03, -2.77], [3.68, -3.57, -2.74], [1.70, -3.56, -4.40], [1.73, -2.17, -3.31], [0.16, -4.66, -2.89]],
  "total_energy_ha": -2787.26690,
  "fmax_ha_per_bohr": 0.0383,
  "charge": 3
}